Record 1
C62H75F6N15O6S2Zn | the ωB97M-V functional and the def2-TZVPD basis

* 2S+1: 1
* F_max: 2.6 eV/Å
* LUMO energy: 0.29 eV
* HOMO energy: -0.2908 Ha

CARTESIAN COORDINATES (ANGSTROEM)
Zn1 2.159 2.782 2.215
C1 -2.166 3.640 2.238
F1 -2.314 3.861 0.941
F2 -3.236 4.168 2.880
F3 -2.160 2.333 2.428
S1 -0.557 4.463 2.930
O1 -0.550 4.258 4.349
O2 0.488 3.645 2.270
O3 -0.490 5.820 2.455
C2 -0.589 -0.253 0.363
F4 -1.597 0.426 -0.184
F5 -0.731 -0.248 1.684
F6 -0.632 -1.490 -0.083
S2 1.022 0.558 -0.079
O4 1.481 1.291 1.074
O5 1.978 -0.526 -0.289
O6 0.743 1.452 -1.196
N1 5.124 0.628 -3.480
C3 5.792 1.800 -3.463
C4 4.878 2.810 -3.299
C5 3.586 2.201 -3.126
C6 3.772 0.853 -3.232
H1 5.488 -0.310 -3.549
H2 6.863 1.903 -3.595
H3 5.072 3.863 -3.230
H4 2.643 2.692 -2.940
H5 3.067 0.047 -3.184
N2 -0.173 -4.942 -2.178
C7 -1.010 -5.720 -1.406
C8 -2.274 -5.572 -1.845
C9 -2.235 -4.689 -2.970
C10 -0.939 -4.301 -3.125
H6 0.794 -4.795 -1.924
H7 -0.553 -6.363 -0.668
H8 -3.198 -6.042 -1.554
H9 -3.093 -4.448 -3.613
H10 -0.537 -3.599 -3.830
N3 4.811 0.206 0.353
C11 5.949 0.863 -0.064
C12 6.971 0.423 0.712
C13 6.518 -0.647 1.529
C14 5.187 -0.777 1.241
H11 3.911 0.304 -0.099
H12 6.020 1.582 -0.852
H13 8.009 0.720 0.744
H14 7.100 -1.265 2.202
H15 4.435 -1.432 1.670
N4 2.572 4.947 -0.119
C15 3.244 3.822 0.055
C16 3.870 3.898 1.312
C17 3.442 5.111 1.894
C18 2.672 5.759 0.986
H16 2.063 5.181 -0.974
H17 3.244 2.978 -0.622
H18 4.597 3.194 1.731
H19 3.750 5.541 2.830
H20 2.081 6.652 1.047
N5 -1.753 -0.115 5.014
C19 -1.347 -1.106 5.840
C20 -0.776 -0.523 6.933
C21 -0.965 0.893 6.792
C22 -1.478 1.098 5.549
H21 -2.104 -0.290 4.076
H22 -1.556 -2.119 5.601
H23 -0.424 -1.036 7.814
H24 -0.692 1.704 7.481
H25 -1.679 2.018 5.047
N6 1.560 0.643 4.746
C23 2.519 0.243 3.795
C24 3.385 1.281 3.605
C25 2.907 2.348 4.419
C26 1.774 1.949 5.119
H26 0.817 0.111 5.188
H27 2.430 -0.701 3.295
H28 4.224 1.327 2.913
H29 3.394 3.314 4.377
H30 1.097 2.569 5.707
N7 -0.193 6.136 -1.257
C27 -0.610 4.832 -1.592
C28 0.267 4.379 -2.527
C29 1.174 5.425 -2.821
C30 0.820 6.514 -2.041
H31 -0.530 6.610 -0.427
H32 -1.412 4.259 -1.147
H33 0.220 3.406 -3.014
H34 1.933 5.384 -3.599
H35 1.295 7.494 -2.060
N8 3.217 -2.498 -1.873
C31 2.376 -2.956 -2.870
C32 3.013 -4.015 -3.474
C33 4.223 -4.253 -2.767
C34 4.290 -3.272 -1.785
H36 3.028 -1.776 -1.193
H37 1.433 -2.418 -3.127
H38 2.625 -4.587 -4.324
H39 4.938 -5.057 -2.949
H40 5.058 -3.158 -1.068
N9 -6.686 -1.273 -1.405
C35 -5.367 -1.434 -0.991
C36 -4.790 -2.236 -1.959
C37 -5.770 -2.724 -2.880
C38 -6.947 -2.047 -2.493
H41 -7.384 -0.744 -0.921
H42 -4.929 -0.989 -0.109
H43 -3.737 -2.524 -1.962
H44 -5.670 -3.498 -3.629
H45 -7.938 -1.983 -2.947
N10 -0.284 0.295 -3.864
C39 -0.188 0.649 -5.196
C40 -1.024 -0.162 -5.937
C41 -1.665 -1.021 -4.989
C42 -1.221 -0.745 -3.746
H46 0.098 0.752 -3.054
H47 0.465 1.441 -5.534
H48 -1.169 -0.233 -7.001
H49 -2.355 -1.796 -5.271
H50 -1.480 -1.135 -2.763
N11 -3.835 1.390 -4.493
C43 -4.054 2.629 -5.033
C44 -5.404 2.758 -5.165
C45 -6.016 1.568 -4.743
C46 -5.016 0.726 -4.309
H51 -2.935 0.991 -4.272
H52 -3.266 3.317 -5.287
H53 -5.959 3.630 -5.504
H54 -7.075 1.370 -4.820
H55 -5.032 -0.328 -4.059
N12 3.805 -7.741 1.193
C47 2.556 -7.715 1.790
C48 1.900 -6.641 1.306
C49 2.798 -5.939 0.477
C50 3.962 -6.622 0.446
H56 4.501 -8.472 1.190
H57 2.141 -8.457 2.482
H58 0.926 -6.298 1.589
H59 2.533 -5.042 -0.056
H60 4.884 -6.447 -0.063
N13 -4.800 -1.773 4.137
C51 -4.867 -0.698 3.269
C52 -3.968 -0.952 2.288
C53 -3.265 -2.151 2.602
C54 -3.812 -2.648 3.726
H61 -5.263 -1.822 5.017
H62 -5.546 0.131 3.483
H63 -3.818 -0.357 1.395
H64 -2.456 -2.537 1.970
H65 -3.546 -3.545 4.256
N14 -5.117 2.882 -1.538
C55 -5.034 2.486 -0.186
C56 -5.629 3.452 0.565
C57 -6.035 4.488 -0.301
C58 -5.706 4.117 -1.568
H66 -4.825 2.297 -2.297
H67 -4.550 1.558 0.121
H68 -5.763 3.456 1.638
H69 -6.455 5.418 0.024
H70 -5.822 4.640 -2.499
N15 1.462 -2.496 4.741
C59 0.717 -2.487 3.584
C60 1.454 -3.044 2.586
C61 2.726 -3.415 3.134
C62 2.704 -3.056 4.449
H71 1.062 -2.227 5.604
H72 -0.293 -2.085 3.639
H73 1.187 -3.100 1.527
H74 3.571 -3.888 2.649
H75 3.450 -3.225 5.211

Löwdin atomic charge list, values in e, 5 entries: number 1, Zn, carries 0.7378; number 2, C, carries -0.6254; number 3, F, carries 0.1351; number 4, F, carries 0.1182; number 5, F, carries 0.1370

---

Record 2
C63H123F3N6O15 | the ωB97M-V functional and the def2-TZVPD basis

* 2S+1: 1
* F_max: 3.8 eV/Å
* SMILES: CC1(C)CCCC(C)(C)N1O.CC1(C)CCCC(C)(C)N1O.CC1(C)CCCC(C)(C)N1O.CC1(C)CCCC(C)(C)N1O.CC1(C)CCCC(C)(C)N1O.CC1(C)CCCC(C)(C)N1O.O=C1OC[C@@H](F)O1.O=C1OC[C@@H](F)O1.O=C1OC[C@@H](F)O1
* LUMO energy: 0.23 eV
* HOMO energy: -0.3029 Ha

CARTESIAN COORDINATES (ANGSTROEM)
C1 -1.992 -7.651 2.621
C2 -0.984 -6.539 2.619
C3 -1.629 -5.155 2.616
C4 -0.610 -4.046 2.732
C5 0.237 -4.125 4.028
C6 0.789 -5.572 4.261
N1 -0.288 -6.516 3.878
O1 0.241 -7.855 4.059
C7 2.137 -5.748 3.553
C8 1.076 -5.818 5.733
C9 -0.034 -6.852 1.302
H1 -2.664 -7.489 1.780
H2 -2.558 -7.712 3.576
H3 -1.470 -8.599 2.502
H4 -2.119 -4.924 1.642
H5 -2.485 -5.147 3.332
H6 -1.004 -3.084 2.589
H7 0.048 -4.120 1.878
H8 -0.354 -3.732 4.853
H9 1.067 -3.440 3.848
H10 2.134 -5.140 2.616
H11 2.882 -5.263 4.208
H12 2.339 -6.759 3.355
H13 0.075 -5.714 6.254
H14 1.579 -6.804 5.797
H15 1.778 -5.020 6.031
H16 -0.459 -6.551 0.327
H17 0.209 -7.863 1.405
H18 0.876 -6.189 1.355
H19 -0.478 -8.290 4.478
C10 -4.194 -3.118 -0.048
C11 -4.502 -3.731 -1.417
C12 -5.426 -2.937 -2.229
C13 -4.914 -1.461 -2.564
C14 -3.608 -1.736 -3.349
C15 -2.621 -2.705 -2.656
N2 -3.282 -3.908 -2.213
O2 -2.325 -4.716 -1.525
C16 -1.718 -3.091 -3.865
C17 -1.765 -1.968 -1.641
C18 -5.008 -5.190 -1.293
H20 -3.764 -2.123 -0.184
H21 -3.438 -3.714 0.438
H22 -5.098 -3.094 0.612
H23 -5.634 -3.423 -3.209
H24 -6.408 -3.006 -1.695
H25 -4.785 -0.739 -1.742
H26 -5.637 -0.944 -3.261
H27 -2.999 -0.835 -3.357
H28 -3.841 -1.986 -4.380
H29 -2.317 -3.785 -4.473
H30 -1.471 -2.241 -4.430
H31 -0.848 -3.568 -3.591
H32 -2.240 -1.151 -0.950
H33 -1.170 -2.673 -0.985
H34 -1.088 -1.349 -2.235
H35 -5.913 -5.233 -0.802
H36 -4.384 -5.902 -0.736
H37 -5.078 -5.594 -2.305
H38 -2.016 -4.134 -0.828
C19 4.939 8.199 3.965
C20 3.965 7.029 4.151
C21 2.853 7.026 3.024
C22 2.049 5.766 3.125
C23 2.901 4.475 3.126
C24 4.019 4.508 4.212
N3 4.721 5.777 4.026
O3 5.739 5.741 5.038
C25 3.441 4.196 5.685
C26 5.017 3.379 3.845
C27 3.223 7.286 5.536
H39 4.271 9.068 3.879
H40 5.457 8.097 2.975
H41 5.568 8.145 4.906
H42 2.313 7.988 3.231
H43 3.391 7.159 2.099
H44 1.555 5.679 2.102
H45 1.314 5.756 3.930
H46 3.475 4.475 2.183
H47 2.232 3.654 3.268
H48 4.127 4.301 6.541
H49 2.657 4.827 6.019
H50 3.118 3.106 5.703
H51 4.400 2.401 3.771
H52 5.517 3.551 2.858
H53 5.806 3.253 4.516
H54 2.772 8.259 5.541
H55 3.978 7.235 6.315
H56 2.585 6.491 5.741
H57 6.528 5.754 4.527
C28 5.588 -1.257 -3.016
C29 4.177 -1.739 -2.672
C30 3.603 -2.306 -3.934
C31 2.382 -3.180 -3.759
C32 2.642 -4.402 -2.893
C33 3.312 -4.008 -1.550
N4 4.381 -3.000 -1.821
O4 5.010 -2.670 -0.547
C34 2.288 -3.514 -0.490
C35 3.975 -5.257 -1.025
C36 3.342 -0.620 -2.087
H58 5.605 -0.636 -3.859
H59 6.272 -2.195 -3.194
H60 6.142 -0.695 -2.250
H61 3.456 -1.577 -4.711
H62 4.483 -2.897 -4.337
H63 2.046 -3.508 -4.723
H64 1.619 -2.529 -3.284
H65 3.384 -4.992 -3.446
H66 1.735 -4.986 -2.678
H67 2.811 -3.375 0.499
H68 1.793 -2.557 -0.701
H69 1.573 -4.328 -0.290
H70 3.239 -5.989 -0.793
H71 4.558 -5.629 -1.871
H72 4.577 -5.088 -0.126
H73 2.572 -1.010 -1.442
H74 2.766 -0.131 -2.932
H75 3.942 0.113 -1.556
H76 5.893 -3.146 -0.631
C37 -0.820 0.835 3.935
C38 -1.827 0.621 2.838
C39 -2.861 1.689 2.793
C40 -2.291 3.022 2.203
C41 -1.747 2.745 0.802
C42 -0.611 1.711 0.796
N5 -1.253 0.530 1.495
O5 -0.508 -0.638 1.339
C43 -0.415 1.209 -0.599
C44 0.681 2.230 1.457
C45 -2.597 -0.665 3.113
H77 -1.173 0.490 4.916
H78 -0.370 1.846 3.991
H79 0.071 0.190 3.823
H80 -3.760 1.350 2.262
H81 -3.165 1.876 3.813
H82 -1.597 3.557 2.862
H83 -3.192 3.708 2.177
H84 -1.418 3.474 0.119
H85 -2.620 2.281 0.192
H86 0.341 0.463 -0.711
H87 -1.345 0.844 -0.974
H88 0.021 2.035 -1.242
H89 0.474 2.668 2.431
H90 1.366 1.357 1.497
H91 1.059 3.020 0.806
H92 -1.926 -1.458 3.218
H93 -3.244 -0.844 2.219
H94 -3.318 -0.607 3.936
H95 0.101 -0.789 2.062
C46 -0.760 1.688 -6.096
C47 -2.103 2.321 -5.994
C48 -3.046 1.535 -6.866
C49 -4.539 1.831 -6.590
C50 -4.752 1.609 -5.094
C51 -3.849 2.483 -4.183
N6 -2.511 2.202 -4.565
O6 -1.643 3.098 -3.827
C52 -4.302 4.011 -4.325
C53 -4.094 2.026 -2.733
C54 -1.906 3.845 -6.557
H96 -0.108 2.108 -5.316
H97 -0.282 1.839 -6.998
H98 -0.710 0.646 -5.862
H99 -2.809 1.680 -7.892
H100 -2.960 0.466 -6.700
H101 -5.156 1.171 -7.191
H102 -4.774 2.866 -6.903
H103 -4.497 0.599 -4.895
H104 -5.786 1.791 -4.825
H105 -4.322 4.214 -5.385
H106 -5.284 4.197 -4.032
H107 -3.647 4.706 -3.699
H108 -5.153 2.084 -2.525
H109 -3.700 1.043 -2.571
H110 -3.617 2.820 -2.071
H111 -1.302 3.836 -7.452
H112 -1.628 4.498 -5.734
H113 -2.816 4.190 -6.961
H114 -1.466 2.522 -3.096
C55 3.888 4.685 -2.422
C56 2.960 4.565 -1.235
O7 3.699 3.681 -0.426
C57 4.714 3.061 -1.146
O8 5.584 2.428 -0.695
O9 4.745 3.579 -2.395
F1 1.820 3.936 -1.719
H115 4.570 5.585 -2.288
H116 3.354 4.850 -3.320
H117 2.690 5.460 -0.671
C58 5.013 -0.266 1.619
C59 5.345 -1.361 2.600
O10 4.075 -1.717 3.093
C60 3.116 -0.846 2.601
O11 1.964 -1.038 2.892
O12 3.652 0.046 1.864
F2 6.059 -0.720 3.611
H118 5.122 -0.634 0.668
H119 5.631 0.615 1.689
H120 5.939 -2.230 2.224
C61 -5.906 3.945 -0.032
C62 -6.968 2.871 0.063
O13 -7.585 2.949 -1.162
C63 -7.077 3.973 -1.951
O14 -7.349 4.279 -3.036
O15 -6.027 4.617 -1.251
F3 -7.888 3.262 1.041
H121 -4.890 3.518 0.013
H122 -6.094 4.669 0.793
H123 -6.631 1.864 0.314

Löwdin atomic charge list, values in e, 5 entries: number 1, C, carries -0.0495; number 2, C, carries -0.5062; number 3, C, carries -0.1323; number 4, C, carries -0.1676; number 5, C, carries -0.0895

---

Question: Look up the HOMO energy of the second one.
Answer: -0.3029 Ha